(1)
56
Properties=species:S:1:pos:R:3 method="wB97M-V/def2-TZVPD" homo_lumo_gap_ev=6.14 homo_energy_ev=-3.69 lumo_energy_ev=2.45 charge=-1
Mg -0.8396 0.3742 0.7802
N 2.0814 0.9195 4.2047
C 1.5535 1.1000 2.9541
S 0.3417 2.2396 2.6813
N 2.1550 0.3479 2.0109
N 1.4267 0.2163 0.8988
C 2.0517 -0.0923 -0.1940
C 3.5319 -0.1856 -0.2860
C 4.2444 0.7250 -1.0603
C 5.6290 0.6570 -1.1450
C 6.3169 -0.3240 -0.4478
C 5.6138 -1.2300 0.3367
C 4.2335 -1.1587 0.4215
C 1.2138 -0.3712 -1.3723
C 1.7522 -0.5602 -2.6503
C 0.9064 -0.7831 -3.7163
C -0.4653 -0.8182 -3.5034
C -0.9143 -0.6429 -2.2090
N -0.1101 -0.4469 -1.1696
H 1.5269 1.3197 4.9428
H 2.4377 -0.0083 4.3777
H 3.7067 1.5057 -1.5861
H 6.1669 1.3800 -1.7454
H 7.3969 -0.3777 -0.5080
H 6.1467 -1.9899 0.8949
H 3.6846 -1.8489 1.0478
H 2.8215 -0.5232 -2.7928
H 1.3139 -0.9196 -4.7104
H -1.1670 -0.9733 -4.3104
H -1.9730 -0.6473 -1.9842
C -0.3241 3.0150 -1.4988
Si -1.7916 2.5217 -0.3556
C -3.2429 2.4631 -1.6122
C -2.1367 4.1319 0.5990
H -0.5029 3.9758 -1.9966
H -0.1581 2.2621 -2.2776
H 0.6014 3.1019 -0.9216
H -3.3762 3.4327 -2.1071
H -4.1889 2.1977 -1.1323
H -3.0532 1.7190 -2.3932
H -2.0988 4.9890 -0.0826
H -1.4053 4.2960 1.3925
H -3.1270 4.1125 1.0626
C -4.7501 -4.4398 2.5767
C -3.9087 -3.3824 1.9195
C -4.1283 -3.0111 0.5920
C -3.3277 -1.9975 0.1079
N -2.3893 -1.4117 0.8364
C -2.2310 -1.8318 2.1225
S -1.0190 -1.0123 3.0122
N -2.9851 -2.8107 2.6713
H -5.0694 -5.2004 1.8633
H -5.6464 -3.9839 3.0034
H -4.1918 -4.9028 3.3873
H -4.8820 -3.4830 -0.0216
H -3.4515 -1.6349 -0.9074

(2)
124
Properties=species:S:1:pos:R:3 method="wB97M-V/def2-TZVPD" homo_lumo_gap_ev=7.84 homo_energy_ev=-10.21 lumo_energy_ev=-2.36 charge=+1
Hf 0.5971 1.3313 1.5481
F 0.9005 0.7145 3.8726
F 2.0712 -0.4947 1.0187
F -0.6032 0.6964 -0.3594
C -2.8332 1.7283 2.3421
O -1.5988 1.7621 2.3950
N -3.5643 1.5092 3.3964
N -3.5252 1.7213 1.2867
H -3.0390 1.5367 4.2586
H -4.5733 1.5557 3.3915
H -4.4491 1.3237 1.3789
H -3.1309 1.9475 0.3848
C 2.5600 -4.8448 0.3584
O 2.7371 -5.5797 1.2907
N 2.0333 -3.6392 0.4180
N 2.6570 -5.1649 -0.8689
H 1.9519 -3.1609 1.3038
H 1.5407 -3.3361 -0.4100
H 3.1139 -5.9969 -1.2140
H 2.6328 -4.3471 -1.4612
C -4.9395 -2.6114 0.5494
O -6.0952 -2.6897 1.0084
N -4.2200 -1.5156 0.4774
N -4.2486 -3.6414 0.0801
H -3.3888 -1.4942 -0.0959
H -4.7591 -0.6628 0.5244
H -4.7402 -4.5212 0.1465
H -3.3594 -3.4951 -0.3760
C 2.6614 2.4324 -1.2827
O 1.9267 1.9905 -0.3971
N 2.9312 1.7807 -2.3106
N 3.2817 3.5221 -1.1573
H 3.5559 2.1431 -3.0167
H 2.5656 0.8437 -2.4026
H 3.2169 3.8833 -0.2163
H 3.7521 3.9947 -1.9159
C 0.4734 4.0874 3.7845
O 0.8379 3.2904 2.9596
N -0.6579 3.9515 4.4102
N 1.1307 5.1466 4.2401
H -1.1075 3.0642 4.5856
H -0.7620 4.8141 4.9252
H 0.6494 5.8639 4.7635
H 2.0899 5.1569 3.9240
C -1.2964 -4.9640 -2.1431
O -1.7334 -3.9740 -1.5804
N -2.0364 -5.9293 -2.5045
N -0.0430 -5.0263 -2.3768
H -1.6201 -6.7199 -2.9754
H -3.0422 -5.9370 -2.4132
H 0.3463 -5.9581 -2.3952
H 0.4365 -4.1658 -2.1536
C 2.1398 -2.4985 5.0846
O 2.6887 -3.3884 5.5968
N 1.4100 -1.5596 5.6880
N 2.2696 -2.2248 3.7815
H 1.4181 -1.7060 6.6873
H 0.7773 -0.9638 5.1733
H 3.0301 -2.6803 3.2976
H 1.7712 -1.4384 3.3898
C -0.6268 4.3993 0.1372
O -0.3277 3.3467 0.6592
N -1.7848 4.7041 -0.3644
N 0.2315 5.3461 0.0461
H -1.8314 5.6231 -0.7805
H -2.4488 3.9559 -0.5037
H -0.1609 6.2346 -0.2307
H 1.2038 5.2925 0.3141
C 1.1816 -1.4620 -2.9231
O 1.1175 -2.3268 -2.1294
N 1.9507 -1.6350 -4.0140
N 0.4961 -0.3228 -2.9205
H 1.9957 -0.9845 -4.7854
H 2.4465 -2.5017 -4.1659
H 0.7295 0.3336 -3.6518
H 0.0965 0.0033 -2.0521
C -5.0221 2.4469 -1.6600
O -3.8873 2.8423 -1.5383
N -5.2797 1.3134 -2.2145
N -6.0050 3.0763 -1.2521
H -4.5401 0.7858 -2.6556
H -5.9778 0.7726 -1.7243
H -6.8502 2.6719 -1.6293
H -5.8758 3.6836 -0.4555
C -3.2960 -1.3744 -3.8853
O -3.7276 -0.6258 -4.7345
N -2.4833 -1.0828 -3.0006
N -3.6665 -2.5805 -3.7898
H -2.1226 -0.1438 -2.9102
H -2.2781 -1.7626 -2.2823
H -3.1607 -3.2342 -3.2094
H -4.3358 -2.8730 -4.4874
C 0.9156 3.7124 -4.1417
O 1.2702 4.7606 -3.6039
N 1.4746 3.1191 -5.1920
N -0.1300 3.0194 -3.8211
H 1.1424 2.1726 -5.3100
H 2.4054 3.5112 -5.2001
H -0.4440 2.1947 -4.3124
H -0.5712 3.4073 -2.9995
C -1.0149 -1.8009 1.5872
O -0.5472 -0.7781 1.9545
N -1.6323 -2.6406 2.3009
N -0.8853 -2.1658 0.4044
H -2.0747 -2.4257 3.1832
H -1.8133 -3.5755 1.9645
H -0.5719 -1.5462 -0.3291
H -1.1139 -3.0513 -0.0243
C 5.3747 -1.7003 0.6913
O 6.5400 -1.9709 0.5280
N 4.6876 -1.7344 1.7503
N 4.6140 -1.5534 -0.3544
H 3.7547 -1.3789 1.5971
H 5.1970 -1.7323 2.6223
H 3.6231 -1.4226 -0.2089
H 5.0050 -1.3707 -1.2676
C 4.0499 1.9630 2.3313
O 2.8492 1.9538 2.2003
N 4.5659 1.7786 3.5316
N 4.9181 1.9040 1.3813
H 3.9770 1.7100 4.3493
H 5.4519 2.2588 3.5992
H 4.5988 1.6723 0.4515
H 5.8343 2.3255 1.4357

(3)
41
Properties=species:S:1:pos:R:3 method="wB97M-V/def2-TZVPD" homo_lumo_gap_ev="8.75 / 8.62" homo_energy_ev="-8.23 / -8.27" lumo_energy_ev="0.52 / 0.35" charge=0 multiplicity=5
Fe -1.3995 -1.3847 0.1643
C 2.8349 -1.5313 -0.9905
As 1.3005 -0.7407 -0.0990
C 1.8132 -1.0503 1.7547
C 1.6666 1.1675 -0.1940
C 2.9788 1.6319 -0.2049
C 3.2412 2.9931 -0.1648
C 2.1914 3.8968 -0.1058
C 0.8817 3.4393 -0.1074
C 0.6048 2.0762 -0.1582
As -1.2096 1.3720 -0.2845
C -2.2832 2.8825 0.2965
C -1.3839 1.5627 -2.2163
H 3.7278 -1.3813 -0.3852
H 2.9743 -1.0899 -1.9753
H 2.6532 -2.5989 -1.1027
H 2.8099 -0.6391 1.9154
H 1.8177 -2.1238 1.9447
H 1.0845 -0.5863 2.4164
H 3.8078 0.9351 -0.2344
H 4.2645 3.3459 -0.1701
H 2.3912 4.9598 -0.0636
H 0.0722 4.1577 -0.0719
H -2.1697 3.7290 -0.3799
H -1.9986 3.1690 1.3075
H -3.3236 2.5628 0.3012
H -1.0857 2.5672 -2.5159
H -2.4130 1.3578 -2.4978
H -0.7365 0.8325 -2.7012
O -3.0301 -2.7299 -0.3126
C -3.5774 -1.8522 -1.0293
O -2.9939 -0.7751 -1.2869
H -4.5877 -2.0291 -1.4230
Cl -0.2931 -3.7457 0.0357
C -1.5259 -5.0322 0.2714
Cl -0.7760 -6.6195 0.2848
H -2.2215 -4.9423 -0.5497
H -2.0025 -4.8331 1.2225
O -0.8205 -0.6917 3.9545
N -1.7325 -1.1493 3.3304
O -1.5521 -1.1122 2.0248

Q: Among the records above, which one has the highest charge?
A: C15H60F3HfN30O15